Run 1
Formula: C7H18
Source: the OMol25 dataset
Level of theory: ωB97M-V/def2-TZVPD

The value obtained for the orbital gap is 10.83 eV. As for the lowest unoccupied orbital energy: 0.9210 eV.

Geometry as XYZ:
```
25
Properties=species:S:1:pos:R:3:mulliken_charge:R:1
C 0.581 1.276 -1.352 0.353
C 1.881 1.843 -0.551 -1.034
C 0.196 -1.940 1.226 -1.248
C -0.821 -0.855 1.007 1.237
C -0.753 0.284 2.010 -1.337
C -2.334 -1.343 0.817 -1.725
C 0.727 0.859 -2.819 -1.142
H -1.203 1.264 1.717 0.294
H 1.225 -0.103 -2.939 0.315
H -2.606 -2.050 1.632 0.355
H 2.284 2.869 -0.939 0.309
H -0.263 1.884 -1.159 0.406
H 0.367 0.486 1.981 0.234
H 1.183 -1.887 0.699 0.263
H -2.423 -1.817 -0.124 0.451
H 0.661 -2.001 2.200 0.369
H -0.200 -2.985 0.914 0.313
H 0.384 0.297 -0.635 -0.461
H 2.834 1.192 -0.844 0.239
H -0.237 0.738 -3.248 0.345
H 1.449 1.514 -3.469 0.285
H -2.955 -0.533 0.536 0.418
H -1.052 -0.055 2.889 0.544
H 1.697 1.616 0.466 0.284
H -0.620 -0.549 -0.016 -0.065
```

Run 2
Formula: C7H18
Source: the OMol25 dataset
Level of theory: ωB97M-V/def2-TZVPD

The value obtained for the orbital gap is 11.92 eV. As for the lowest unoccupied orbital energy: 1.0446 eV.

Geometry as XYZ:
```
25
Properties=species:S:1:pos:R:3:mulliken_charge:R:1
C 1.877 -2.506 -0.876 -0.336
C -2.407 1.031 -0.332 -1.618
C 0.524 -2.666 -0.153 -0.774
C -1.167 1.273 0.548 1.032
C 2.510 -1.134 -0.527 -0.591
C -1.552 2.150 1.713 -1.575
C -0.063 1.962 -0.328 -0.986
H -2.353 1.688 2.305 0.389
H 0.793 -2.683 0.897 0.332
H 0.794 1.298 -0.361 -0.077
H -0.870 0.270 0.881 0.116
H 3.331 -0.820 -1.166 0.391
H 0.091 -3.602 -0.519 0.322
H -0.449 2.118 -1.334 0.311
H -2.843 1.837 -0.928 0.395
H 1.730 -0.366 -0.558 -0.210
H 3.079 -1.048 0.414 0.353
H -2.124 0.318 -1.120 0.410
H -0.795 2.066 2.518 0.367
H -1.645 3.161 1.325 0.383
H 2.591 -3.158 -0.340 0.207
H 1.982 -2.649 -1.944 0.350
H -0.162 -1.907 -0.536 0.044
H 0.253 2.889 0.151 0.384
H -3.125 0.477 0.268 0.378
```

Order of stability, best first: run 2, run 1

Run 1
Formula: C2H4BrClIN
Source: the OMol25 dataset
Level of theory: ωB97M-V/def2-TZVPD

The value obtained for the orbital gap is 8.20 eV. As for the lowest unoccupied orbital energy: -1.3599 eV.

Geometry as XYZ:
```
10
Properties=species:S:1:pos:R:3:mulliken_charge:R:1
I -1.284 -2.276 0.257 0.203
Br -1.505 1.368 -1.368 -0.230
Cl 1.653 0.661 -1.526 -0.118
N 0.140 -0.675 0.108 -0.359
C 0.133 -0.169 -1.133 -0.141
C 0.157 0.300 1.197 -0.856
H 0.920 -0.044 1.773 0.406
H 0.453 1.297 0.854 0.396
H 0.090 -0.867 -1.992 0.452
H -0.757 0.404 1.829 0.248
```

Run 2
Formula: C2H4BrClIN
Source: the OMol25 dataset
Level of theory: ωB97M-V/def2-TZVPD

The value obtained for the orbital gap is 8.51 eV. As for the lowest unoccupied orbital energy: -1.2412 eV.

Geometry as XYZ:
```
10
Properties=species:S:1:pos:R:3:mulliken_charge:R:1
I 3.626 0.307 1.101 0.230
Br -0.328 -2.061 1.089 -0.177
Cl 2.197 1.974 0.520 -0.192
N -0.087 0.191 -0.648 -0.273
C 0.435 -0.804 -0.130 -0.150
C -1.581 0.221 -0.475 -0.774
H 1.497 -0.890 -0.196 0.473
H -2.075 -0.760 -0.242 0.324
H -1.957 0.839 -1.405 0.248
H -1.727 0.984 0.386 0.292
```

Order of stability, best first: run 2, run 1

Run 1
Formula: C42H32F3NOP2PdS
Source: the OMol25 dataset
Level of theory: ωB97M-V/def2-TZVPD

The value obtained for the orbital gap (spin up / spin down) is 4.50 / 4.54 eV. As for the lowest unoccupied orbital energy (spin up / spin down): -8.6617 / -8.6353 eV. As for the net charge: +2.

Geometry as XYZ:
```
83
Properties=species:S:1:pos:R:3:mulliken_charge:R:1
Pd 0.249 -0.460 -0.378 0.363
S 2.061 -1.075 1.338 1.074
P -0.788 -1.151 1.984 0.923
P 2.030 0.604 -1.396 1.286
F -1.673 -4.955 -5.922 -0.241
F 0.257 -5.751 -5.393 -0.273
F -1.488 -6.311 -4.259 -0.239
O 2.486 -1.406 2.684 -0.696
N -0.305 -2.049 -2.167 1.521
C -0.950 -3.634 0.541 -1.156
C -1.376 -2.210 3.338 0.596
C -4.043 1.245 2.107 -0.747
C -2.246 -4.004 5.254 -0.606
C -3.080 -3.658 4.200 -0.952
C -2.255 0.418 0.144 0.046
C -3.190 1.397 -0.137 -1.230
C 3.569 -0.157 -0.775 -0.129
C 4.784 0.128 -1.396 -0.761
C -0.893 -5.293 -4.896 0.666
C 3.553 -1.019 0.317 -0.081
C -0.957 -3.493 5.317 -0.597
C 1.333 -0.352 -5.808 -0.631
C 2.847 5.080 -1.110 -0.561
C -2.664 -2.749 3.247 -0.410
C 1.882 0.203 -3.153 0.789
C 3.120 4.416 -2.297 -0.829
C 0.656 0.582 -3.708 -0.791
C 2.302 2.385 -1.331 0.824
C 1.835 -3.698 0.206 -0.938
C 1.217 -2.575 0.723 1.861
C -0.177 -2.526 0.892 -0.069
C -2.215 -0.172 1.419 1.211
C 0.598 -3.793 -3.517 -1.150
C -4.080 1.818 0.845 -0.658
C 2.295 4.400 -0.033 -0.667
C 0.393 0.321 -5.038 -0.727
C 2.820 -0.480 -3.921 -0.387
C -3.109 0.269 2.400 -0.920
C -0.678 -4.129 -3.947 0.043
C 5.941 -0.498 -0.962 -0.760
C 4.711 -1.624 0.769 -0.198
C -1.766 -3.402 -3.482 -1.056
C 2.842 3.067 -2.420 -0.449
C 2.534 -0.763 -5.246 -0.782
C 5.900 -1.394 0.096 -0.884
C 2.015 3.051 -0.140 -0.667
C -0.513 -2.603 4.354 -0.376
C 1.053 -4.793 -0.139 -0.876
C -0.324 -4.762 0.033 -0.986
C 0.732 -2.742 -2.626 -0.565
C -1.525 -2.374 -2.585 -1.027
H 1.459 -4.338 -3.865 0.685
H -3.222 1.848 -1.117 0.518
H 6.800 -1.888 0.425 0.450
H 2.085 4.925 0.886 0.451
H -4.785 2.606 0.630 0.426
H -0.914 -5.632 -0.215 0.516
H 1.525 -5.685 -0.516 0.510
H -4.720 1.580 2.878 0.430
H 3.040 2.549 -3.347 0.464
H 6.880 -0.270 -1.443 0.477
H 1.571 2.497 0.683 0.353
H -4.067 -4.093 4.122 0.430
H -2.767 -3.631 -3.810 0.560
H 4.670 -2.247 1.648 0.607
H -0.543 0.627 -5.483 0.496
H 2.908 -3.729 0.087 0.542
H 3.054 6.135 -1.023 0.432
H 1.716 -2.450 -2.277 0.724
H -1.563 0.081 -0.662 0.482
H -0.074 1.082 -3.076 0.501
H -3.067 -0.149 3.396 0.456
H -2.021 -3.619 0.693 0.481
H -2.601 -4.666 6.028 0.425
H 1.122 -0.566 -6.846 0.463
H 4.812 0.868 -2.184 0.624
H -2.354 -1.799 -2.190 0.557
H 3.553 4.955 -3.126 0.447
H 0.495 -2.211 4.390 0.447
H 3.249 -1.307 -5.843 0.480
H 3.763 -0.785 -3.493 0.497
H -3.328 -2.474 2.438 0.490
H -0.297 -3.776 6.120 0.450
```

Run 2
Formula: C42H32F3NOP2PdS
Source: the OMol25 dataset
Level of theory: ωB97M-V/def2-TZVPD

The value obtained for the orbital gap is 6.37 eV. As for the lowest unoccupied orbital energy: -6.9275 eV. As for the net charge: +2.

Geometry as XYZ:
```
83
Properties=species:S:1:pos:R:3:mulliken_charge:R:1
Pd 0.542 0.254 0.104 -0.650
S -1.290 -0.256 -1.505 1.675
P 1.759 0.755 -1.711 3.431
P -0.457 2.239 0.478 3.398
F 0.973 -4.234 5.438 -0.265
F -0.752 -5.047 4.404 -0.240
F 1.240 -5.426 3.651 -0.235
O -2.033 -1.552 -1.628 -0.825
N 0.222 -1.095 1.699 0.805
C 0.366 -3.275 3.371 0.398
C 1.714 -2.065 -1.852 -0.603
C 5.488 3.117 -2.770 -0.667
C 2.831 -3.427 -0.219 -0.511
C -0.871 0.372 -5.459 -0.883
C 2.088 5.373 -0.038 -0.965
C 0.823 -0.995 2.896 -0.481
C -4.630 1.952 -1.470 -0.795
C -2.431 1.061 -1.197 0.050
C 0.427 0.854 -5.554 -0.909
C -1.409 0.045 -4.221 -0.673
C -1.675 3.139 4.793 -0.627
C 5.567 1.736 -2.641 -0.758
C -0.634 0.214 -3.086 -0.094
C -4.277 3.038 -0.675 -0.934
C -2.064 2.121 -0.365 -0.600
C 0.365 3.695 -0.189 0.548
C -3.711 0.952 -1.731 -0.728
C 1.209 0.994 -4.414 -1.013
C -3.012 3.115 -0.117 -0.309
C 4.284 3.781 -2.564 -0.847
C -0.275 -3.379 2.150 -1.268
C 3.152 3.062 -2.222 0.030
C -1.213 4.165 3.981 -0.742
C 3.227 1.674 -2.089 0.120
C 4.439 1.005 -2.298 -0.668
C -0.125 4.306 -1.343 -1.051
C 0.482 5.460 -1.831 -0.783
C -0.869 2.585 2.188 0.572
C 2.023 -3.310 -1.355 -0.862
C -0.328 -2.267 1.337 -0.374
C -0.815 3.892 2.680 -0.209
C 3.034 -1.041 -0.085 -0.010
C 2.209 -0.905 -1.219 -0.633
C 1.487 4.223 0.452 -0.538
C 0.461 -4.511 4.241 0.710
C 1.579 5.998 -1.173 -0.619
C 0.916 -2.067 3.761 -0.953
C 3.339 -2.303 0.411 -0.873
C -1.350 1.561 3.006 -1.012
C 0.693 0.659 -3.164 0.394
C -1.752 1.840 4.303 -0.808
H -1.449 0.555 2.631 0.475
H 0.840 1.110 -6.520 0.480
H -5.633 1.883 -1.873 0.453
H 4.503 -0.071 -2.213 0.449
H 2.217 3.582 -2.070 0.529
H -0.739 -4.304 1.830 0.551
H 1.084 -1.977 -2.729 0.467
H 6.374 3.679 -3.040 0.416
H -2.414 -0.355 -4.146 0.508
H 1.234 -0.030 3.154 0.670
H -2.137 1.047 4.931 0.467
H 2.946 5.790 0.474 0.479
H -1.002 3.917 -1.848 0.375
H -0.470 4.704 2.053 0.424
H 2.227 1.354 -4.506 0.574
H -5.002 3.814 -0.470 0.471
H -0.830 -2.286 0.375 0.398
H 2.039 6.908 -1.540 0.482
H -1.988 3.353 5.807 0.422
H 1.408 -1.956 4.718 0.582
H -2.771 3.947 0.535 0.561
H 3.075 -4.410 0.163 0.471
H 1.642 -4.197 -1.845 0.495
H -3.990 0.076 -2.306 0.573
H 3.461 -0.165 0.388 0.627
H -1.170 5.179 4.358 0.464
H 3.977 -2.401 1.280 0.514
H 6.505 1.225 -2.813 0.460
H -1.468 0.250 -6.354 0.468
H 0.084 5.947 -2.712 0.479
H 1.885 3.757 1.347 0.586
H 4.232 4.857 -2.673 0.514
```

Order of stability, best first: run 2, run 1

Run 1
Formula: CH4N2O3
Source: the OMol25 dataset
Level of theory: ωB97M-V/def2-TZVPD

The value obtained for the orbital gap is 10.45 eV. As for the lowest unoccupied orbital energy: -0.1412 eV.

Geometry as XYZ:
```
10
Properties=species:S:1:pos:R:3:mulliken_charge:R:1
O 1.968 1.281 -0.753 -0.515
O 1.788 -0.325 0.687 -0.538
O -0.767 0.670 0.303 -0.250
N -1.417 -0.237 1.105 -0.423
N 1.410 0.309 -0.281 0.869
C 0.039 0.136 -0.692 -0.406
H -0.011 0.750 -1.539 0.365
H -0.804 -0.953 1.456 0.265
H -0.075 -0.867 -0.883 0.372
H -2.130 -0.764 0.597 0.259
```

Run 2
Formula: CH4N2O3
Source: the OMol25 dataset
Level of theory: ωB97M-V/def2-TZVPD

The value obtained for the orbital gap is 10.82 eV. As for the lowest unoccupied orbital energy: -0.0372 eV.

Geometry as XYZ:
```
10
Properties=species:S:1:pos:R:3:mulliken_charge:R:1
O 1.517 0.968 -0.639 -0.535
O 1.873 -0.814 0.550 -0.571
O -0.372 -1.356 -0.689 -0.586
N -0.908 1.090 -0.057 -0.490
N 1.173 0.083 0.100 0.898
C -0.272 -0.036 0.427 0.114
H -0.904 1.067 -1.032 0.252
H -0.552 -0.205 1.426 0.326
H -1.891 1.179 0.341 0.258
H 0.335 -1.977 -0.427 0.334
```

Run 3
Formula: CH4N2O3
Source: the OMol25 dataset
Level of theory: ωB97M-V/def2-TZVPD

The value obtained for the orbital gap is 9.58 eV. As for the lowest unoccupied orbital energy: 0.5750 eV.

Geometry as XYZ:
```
10
Properties=species:S:1:pos:R:3:mulliken_charge:R:1
O 1.351 0.843 -0.033 -0.226
O 2.011 -1.454 -0.468 -0.310
O 1.847 -0.113 -1.004 -0.100
N -1.006 0.634 -0.341 -0.191
N -2.244 0.372 -0.024 -0.404
C 0.059 0.689 0.446 0.029
H -2.605 -0.183 -0.825 0.273
H -2.454 0.008 0.922 0.231
H 0.081 0.488 1.540 0.343
H 2.959 -1.283 -0.211 0.356
```

Run 4
Formula: CH4N2O3
Source: the OMol25 dataset
Level of theory: ωB97M-V/def2-TZVPD

The value obtained for the orbital gap is 10.56 eV. As for the lowest unoccupied orbital energy: 0.2469 eV.

Geometry as XYZ:
```
10
Properties=species:S:1:pos:R:3:mulliken_charge:R:1
O 1.583 1.232 0.744 -0.398
O 3.368 1.130 -0.508 -0.459
O 0.788 -1.436 -0.187 -0.522
N -0.571 0.385 -0.381 -0.415
N 2.538 0.701 0.287 0.539
C -0.113 -0.732 0.151 0.228
H 0.061 0.759 -1.178 0.266
H 2.795 -0.340 0.678 0.313
H -1.067 1.071 0.122 0.263
H -0.486 -0.701 1.267 0.186
```

Order of stability, best first: run 4, run 2, run 1, run 3

Run 1
Formula: C7H16NS
Source: the OMol25 dataset
Level of theory: ωB97M-V/def2-TZVPD

The value obtained for the orbital gap is 9.87 eV. As for the lowest unoccupied orbital energy: -3.1116 eV. As for the net charge: +1.

Geometry as XYZ:
```
25
Properties=species:S:1:pos:R:3:mulliken_charge:R:1
S -0.439 -1.804 -1.714 -0.297
N 1.858 -0.674 -0.611 -0.288
C -1.098 0.897 -1.578 -1.063
C -0.788 -0.382 -0.843 0.922
C 0.957 -1.110 1.644 -1.208
C -2.396 1.026 -0.731 -0.659
C 0.874 -0.201 0.456 0.780
C -2.043 -0.246 0.067 -0.930
C 1.244 1.235 0.659 -2.060
H 0.226 -1.949 1.394 0.273
H -2.001 0.007 1.134 0.222
H 1.811 1.826 -0.109 0.422
H 1.941 1.383 1.421 0.538
H -0.374 1.649 -1.473 0.291
H -2.676 -1.004 0.012 0.499
H 0.435 1.727 1.061 0.444
H 2.589 -1.355 -0.247 0.325
H -2.323 1.922 -0.275 0.352
H -3.198 1.017 -1.363 0.341
H 0.630 -0.578 2.440 0.396
H 2.047 -1.513 1.831 0.376
H 2.157 -0.009 -1.328 0.410
H -1.116 0.833 -2.572 0.493
H -0.231 -2.622 -0.675 0.211
H 1.265 -1.244 -1.438 0.211
```

Run 2
Formula: C7H16NS
Source: the OMol25 dataset
Level of theory: ωB97M-V/def2-TZVPD

The value obtained for the orbital gap is 8.95 eV. As for the lowest unoccupied orbital energy: -3.5669 eV. As for the net charge: +1.

Geometry as XYZ:
```
25
Properties=species:S:1:pos:R:3:mulliken_charge:R:1
S -0.191 -1.867 0.414 -0.179
N -1.944 -0.019 -0.484 0.344
C -0.574 -0.455 1.556 -0.512
C 2.582 1.063 1.271 -1.430
C 2.648 -0.957 -0.144 -0.746
C -2.060 -0.720 -1.780 -0.946
C 2.284 0.365 -0.030 0.290
C -0.564 -0.066 0.086 -0.425
C -2.373 1.373 -0.451 -0.821
H 1.927 1.935 1.375 0.317
H 1.975 0.753 -0.925 0.397
H -2.831 -0.243 -2.450 0.369
H -2.621 1.693 -1.480 0.346
H -2.241 -1.709 -1.535 0.412
H -3.364 1.407 0.022 0.361
H 1.391 -1.606 -0.024 0.122
H 0.329 -0.051 2.049 0.110
H -1.015 -0.648 -2.233 0.298
H -2.477 -0.603 0.119 0.406
H -1.571 2.093 -0.141 0.278
H 2.529 0.419 2.121 0.444
H 3.175 -1.436 0.668 0.405
H 2.933 -1.412 -1.158 0.338
H 3.550 1.432 1.164 0.455
H -1.496 -0.739 1.990 0.369
```

Order of stability, best first: run 1, run 2

Run 1
Formula: C4H5FO2
Source: the OMol25 dataset
Level of theory: ωB97M-V/def2-TZVPD

The value obtained for the orbital gap (spin up / spin down) is 7.71 / 7.71 eV. As for the lowest unoccupied orbital energy (spin up / spin down): -0.5750 / -0.5747 eV.

Geometry as XYZ:
```
12
Properties=species:S:1:pos:R:3:mulliken_charge:R:1
F -0.791 1.136 2.407 -0.199
O 1.918 2.724 3.229 -0.509
O 1.164 -0.690 -0.137 -0.312
C -0.663 0.880 -0.521 -1.076
C 0.462 0.335 0.246 0.251
C 0.560 0.872 2.496 0.138
C 1.568 1.918 2.365 0.127
H -1.402 1.210 0.306 0.258
H -0.386 1.736 -1.333 0.301
H 2.306 1.631 1.652 0.267
H -1.066 0.049 -1.053 0.409
H 1.016 -0.801 -1.045 0.345
```

Run 2
Formula: C4H5FO2
Source: the OMol25 dataset
Level of theory: ωB97M-V/def2-TZVPD

The value obtained for the orbital gap is 10.83 eV. As for the lowest unoccupied orbital energy: 0.8413 eV.

Geometry as XYZ:
```
12
Properties=species:S:1:pos:R:3:mulliken_charge:R:1
F 1.354 1.732 1.579 -0.256
O 0.241 -1.498 -0.417 -0.397
O -0.713 0.665 -1.059 -0.359
C 0.509 0.706 1.496 0.019
C -0.492 -0.634 -1.503 -0.253
C -0.412 0.514 0.355 -0.058
C 0.649 -0.374 0.419 -0.045
H 1.458 0.186 -0.147 0.196
H 0.129 -0.652 -2.361 0.310
H -1.469 -1.210 -1.504 0.266
H 0.089 0.526 2.423 0.383
H -1.343 0.040 0.720 0.194
```

Order of stability, best first: run 2, run 1